{
  "formula": "C2H7NO2",
  "method": "ωB97M-V/def2-TZVPD",
  "charge": 0,
  "mol_weight_da": 77.1,
  "total_energy_ev": -7772.172,
  "species": ["N", "C", "O", "H", "H", "H", "C", "O", "H", "H", "H", "H"],
  "xyz": [[0.96, 1.27, -0.93], [2.29, 1.50, -1.09], [3.14, 0.95, -0.44], [0.75, 0.62, -0.19], [0.24, 1.82, -1.39], [2.47, 2.32, -1.83], [-2.14, -1.48, 1.44], [-3.26, -1.92, 0.71], [-2.31, -0.58, 2.02], [-1.82, -2.26, 2.14], [-1.29, -1.33, 0.78], [-3.97, -1.27, 0.80]],
  "mulliken_charge": [-0.305, 0.154, -0.532, 0.197, 0.210, 0.280, -0.439, -0.506, 0.264, 0.233, 0.137, 0.309]
}